The following is a DFT calculation (ωB97M-V/def2-TZVPD) of a 7-piece molecular cluster, C28H52BrI2NO14S overall at a distorted geometry.

```
99
Properties=species:S:1:pos:R:3:lowdin_charge:R:1
C -0.456 0.837 6.781 -0.200
C -0.023 0.151 5.524 -0.785
I 1.461 1.107 4.389 0.982
C -0.543 -0.985 5.085 -0.871
I -2.066 -1.931 6.220 0.945
N -0.110 -1.551 3.839 -0.399
S -1.407 -1.306 2.631 0.818
C 0.238 -2.919 3.976 -0.750
O 1.210 -3.284 4.568 0.107
O -0.571 -3.793 3.260 -0.614
Br -1.116 -5.234 4.230 0.869
H -0.205 0.244 7.648 0.073
H 0.021 1.804 6.806 0.042
H -1.517 1.036 6.718 0.061
H -1.888 -0.167 3.150 -0.110
C 2.151 -5.466 2.114 -0.064
C 3.505 -5.256 1.473 -0.235
O 3.575 -5.847 0.170 -0.008
C 3.172 -5.214 -0.945 -0.536
C 2.346 -3.953 -0.820 0.013
O 3.421 -5.699 -2.012 0.105
H 1.358 -4.985 1.541 0.066
H 2.139 -5.061 3.123 0.064
H 1.916 -6.531 2.158 0.088
H 3.787 -4.202 1.434 0.116
H 4.271 -5.760 2.059 0.121
H 1.291 -4.224 -0.815 0.095
H 2.546 -3.330 -1.687 0.089
H 2.570 -3.361 0.064 0.070
C 0.342 3.814 -0.992 -0.058
C 0.800 2.667 -0.114 -0.233
O 0.186 2.711 1.175 -0.023
C -1.017 2.168 1.431 -0.551
C -1.893 1.745 0.281 0.018
O -1.384 2.101 2.573 0.029
H -0.729 3.769 -1.189 0.049
H 0.869 3.796 -1.947 0.083
H 0.540 4.766 -0.499 0.087
H 0.641 1.697 -0.585 0.113
H 1.869 2.750 0.076 0.121
H -2.535 2.578 -0.003 0.071
H -2.514 0.915 0.613 0.077
H -1.344 1.400 -0.592 0.078
C -2.277 7.488 -3.873 -0.057
C -2.120 6.002 -4.097 -0.219
O -2.232 5.254 -2.876 -0.004
C -3.400 4.843 -2.370 -0.521
C -4.688 5.409 -2.919 0.017
O -3.395 4.083 -1.438 0.092
H -3.268 7.734 -3.487 0.071
H -2.124 8.026 -4.811 0.047
H -1.549 7.838 -3.139 0.087
H -2.816 5.621 -4.846 0.115
H -1.119 5.792 -4.467 0.125
H -4.958 6.291 -2.341 0.097
H -5.465 4.658 -2.802 0.091
H -4.642 5.668 -3.974 0.072
C 7.427 -5.246 0.344 -0.050
C 8.071 -3.995 0.903 -0.236
O 7.852 -3.869 2.310 -0.003
C 8.645 -4.444 3.235 -0.533
C 9.638 -5.500 2.802 0.010
O 8.498 -4.154 4.386 0.112
H 7.860 -6.149 0.775 0.071
H 7.550 -5.291 -0.738 0.087
H 6.362 -5.259 0.573 0.064
H 9.135 -3.936 0.669 0.111
H 7.606 -3.115 0.462 0.122
H 9.163 -6.477 2.871 0.095
H 10.482 -5.469 3.486 0.089
H 10.029 -5.357 1.798 0.069
C -3.833 11.791 -8.576 -0.063
C -3.011 11.767 -7.305 -0.233
O -2.765 10.430 -6.856 0.006
C -1.739 9.683 -7.291 -0.518
C -0.961 10.124 -8.507 0.017
O -1.510 8.642 -6.739 0.093
H -3.310 11.312 -9.403 0.068
H -4.060 12.818 -8.863 0.083
H -4.769 11.253 -8.430 0.084
H -2.076 12.319 -7.406 0.113
H -3.567 12.240 -6.499 0.123
H -1.415 9.683 -9.394 0.098
H 0.056 9.754 -8.411 0.092
H -0.902 11.203 -8.629 0.072
C -4.396 -6.970 3.533 -0.073
C -3.973 -7.992 4.566 -0.247
O -5.075 -8.770 5.033 0.001
C -5.508 -9.884 4.411 -0.531
C -5.016 -10.188 3.014 0.011
O -6.323 -10.572 4.954 0.113
H -4.798 -7.445 2.638 0.070
H -3.550 -6.349 3.241 0.018
H -5.180 -6.327 3.934 0.088
H -3.170 -8.636 4.205 0.113
H -3.591 -7.482 5.450 0.119
H -5.703 -9.744 2.295 0.095
H -5.017 -11.266 2.882 0.090
H -4.006 -9.838 2.811 0.069
```

Output
SMILES string: C/C(I)=C(\I)N(S)C(=O)OBr.CCOC(C)=O.CCOC(C)=O.CCOC(C)=O.CCOC(C)=O.CCOC(C)=O.CCOC(C)=O
HOMO-LUMO gap: 7.5 eV